Below is a structure of composition H16O24S4Zn2, with properties calculated with the ωB97M-V functional and the def2-TZVPD basis.

CARTESIAN COORDINATES (ANGSTROEM)
Zn  10.3175  15.8071  -0.5160
Zn  8.4690  11.4423  -0.2533
S  13.3000  16.8442  -0.2177
O  13.4184  18.3000  -0.1328
O  11.9423  16.5696  0.0585
O  13.5903  16.4419  -1.5767
O  14.1320  16.0975  0.7325
S  7.8932  14.1261  -2.0329
O  7.8827  12.9429  -1.1914
O  8.4504  13.5923  -3.2892
O  6.5530  14.6428  -2.2692
O  8.7553  15.1700  -1.4256
S  9.5149  9.9535  -3.0205
O  8.4514  9.5419  -3.8929
O  10.4857  8.8867  -2.8785
O  10.1795  11.0938  -3.6183
O  8.9479  10.4221  -1.7498
S  11.1015  13.2722  0.0410
O  12.4138  12.9309  0.5679
O  10.4589  14.2997  0.8794
O  11.2611  14.0386  -1.1785
O  10.2593  12.0756  -0.1673
O  14.9407  14.1533  -1.6783
H  14.2949  14.1354  -0.9721
H  15.5811  13.4848  -1.4349
O  10.2354  14.1070  3.5649
H  10.1924  14.3060  2.6296
H  10.1141  14.9530  3.9960
O  11.4666  9.5410  -0.4137
H  11.7077  9.3958  0.5012
H  11.2665  10.4757  -0.4636
O  14.6333  11.7843  0.7888
H  13.8444  12.3263  0.7975
H  15.1736  12.1580  0.0926
O  11.7884  11.6416  2.7340
H  11.6134  10.7467  2.4427
H  11.9724  12.1245  1.9283
O  11.3688  13.4269  -3.5053
H  12.3008  13.5778  -3.6630
H  11.2573  13.5744  -2.5661
O  8.8022  9.8501  1.0698
H  9.1693  9.0544  0.6845
H  8.8745  9.7148  2.0146
O  12.7788  14.8325  2.7092
H  12.0323  14.4541  3.1736
H  12.7128  14.4804  1.8216

As for the charge: -3. The spin multiplicity is 2. For the total energy, the calculation gives -6966.793334 hartree. As for the LUMO energy (alpha / beta): 0.17319 / 0.16649 hartree. As for the strongest force on any atom: 8.80 eV/A. As for the HOMO energy (alpha / beta): 0.9 / 0.9 eV.